Model w:
{
  "formula": "C5H7ClO",
  "method": "ωB97M-V/def2-TZVPD",
  "symbols": ["C", "C", "C", "C", "C", "H", "H", "H", "H", "H", "H", "H", "O", "Cl"],
  "xyz": [[1.043, 0.542, 0.391], [0.066, -0.156, 0.993], [-0.493, -1.174, 0.167], [-0.457, -0.176, -1.261], [-0.186, 1.072, -0.434], [1.932, -0.018, -0.109], [0.161, -0.498, 2.190], [0.010, -2.183, -0.312], [-1.695, -1.393, 0.539], [-1.343, -0.192, -1.952], [0.426, -0.449, -1.906], [-0.171, 2.085, -0.812], [-0.989, 0.812, 0.803], [1.694, 1.729, 1.704]],
  "lowdin_charge": [-0.519, -0.611, -0.099, -0.083, -0.236, 0.163, 0.205, 0.151, 0.184, 0.112, 0.107, 0.145, -0.075, 0.557],
  "charge": 0,
  "homo_ev": -10.2,
  "homo_lumo_gap_ev": 11.1
}


Model x:
{
  "formula": "C5H7ClO",
  "method": "ωB97M-V/def2-TZVPD",
  "symbols": ["O", "C", "C", "C", "C", "C", "Cl", "H", "H", "H", "H", "H", "H", "H"],
  "xyz": [[0.551, 1.682, -0.712], [0.079, 0.904, 0.373], [-1.321, 0.432, 0.098], [-1.077, -0.940, -0.501], [0.190, -1.385, -0.295], [0.968, -0.418, 0.547], [2.655, -0.096, -0.191], [1.495, 1.544, -0.777], [0.043, 1.432, 1.404], [-1.784, 0.318, 1.116], [-1.899, 1.057, -0.593], [-1.731, -1.433, -1.231], [0.538, -2.239, -0.786], [1.293, -0.859, 1.548]],
  "lowdin_charge": [-0.056, -0.409, -0.141, -0.061, -0.124, -0.499, 0.585, -0.015, 0.157, 0.131, 0.125, 0.109, 0.082, 0.117],
  "charge": 0,
  "homo_ev": -9.7,
  "homo_lumo_gap_ev": 10.6
}


model x is the most stable structure; the next one sits 0.1167 hartree above it.


Model w:
{
  "formula": "C3H11NO",
  "method": "ωB97M-V/def2-TZVPD",
  "symbols": ["C", "N", "C", "H", "H", "H", "H", "H", "H", "H", "C", "O", "H", "H", "H", "H"],
  "xyz": [[0.575, 1.453, -0.407], [0.561, 0.173, -1.108], [1.794, -0.563, -0.898], [-0.321, 2.057, -0.316], [1.433, 2.067, -0.708], [0.728, 1.214, 0.655], [0.451, 0.296, -2.105], [1.892, -0.839, 0.151], [1.789, -1.454, -1.532], [2.727, -0.084, -1.234], [-2.160, -0.814, 1.575], [-1.624, -0.254, 0.412], [-2.220, -1.901, 1.453], [-3.214, -0.527, 1.621], [-1.654, -0.423, 2.461], [-0.758, -0.401, -0.020]],
  "lowdin_charge": [-0.142, -0.203, -0.141, 0.079, 0.078, 0.082, 0.112, 0.082, 0.079, 0.077, -0.179, -0.169, 0.073, 0.072, 0.073, 0.025],
  "charge": 0,
  "homo_ev": -9.4,
  "homo_lumo_gap_ev": 10.4
}


Model x:
{
  "formula": "C3H11NO",
  "method": "ωB97M-V/def2-TZVPD",
  "symbols": ["C", "N", "C", "H", "H", "H", "H", "H", "H", "H", "C", "O", "H", "H", "H", "H"],
  "xyz": [[-0.436, -1.791, 0.054], [-0.653, -0.404, -0.340], [0.051, -0.041, -1.568], [-0.981, -2.009, 0.969], [-0.710, -2.511, -0.725], [0.633, -1.931, 0.203], [-1.608, -0.084, -0.290], [1.044, -0.483, -1.526], [0.136, 1.038, -1.681], [-0.474, -0.414, -2.452], [0.477, 1.680, 1.310], [1.209, 0.414, 1.209], [1.147, 2.325, 1.897], [0.360, 2.324, 0.427], [-0.464, 1.662, 1.874], [0.270, 0.224, 0.637]],
  "lowdin_charge": [-0.101, -0.209, -0.098, 0.090, 0.081, 0.085, 0.130, 0.092, 0.079, 0.081, -0.227, -0.225, 0.070, 0.066, 0.074, 0.015],
  "charge": 0,
  "homo_ev": -9.2,
  "homo_lumo_gap_ev": 10.1
}


model w is the most stable structure; the next one sits 0.0246 hartree above it.


Model w:
{
  "formula": "C3H11NO",
  "method": "ωB97M-V/def2-TZVPD",
  "symbols": ["C", "N", "C", "C", "H", "H", "H", "H", "H", "H", "H", "H", "H", "O", "H", "H"],
  "xyz": [[0.000, 0.000, 0.000], [0.390, 0.677, 1.234], [-0.267, 0.189, 2.464], [1.769, 0.647, 1.437], [-1.078, 0.220, -0.073], [0.133, -1.093, 0.060], [0.496, 0.365, -0.915], [-0.174, -0.909, 2.403], [-1.338, 0.449, 2.504], [0.214, 0.532, 3.395], [2.148, -0.387, 1.365], [2.014, 1.043, 2.437], [2.281, 1.263, 0.679], [5.617, -1.628, 0.101], [5.055, -2.435, 0.120], [6.092, -1.676, -0.759]],
  "lowdin_charge": [-0.113, -0.358, -0.101, -0.173, 0.083, 0.077, 0.087, 0.078, 0.081, 0.081, 0.083, 0.085, 0.091, -0.092, 0.045, 0.046],
  "charge": 0,
  "homo_ev": -8.2,
  "homo_lumo_gap_ev": 9.1
}


Model x:
{
  "formula": "C3H11NO",
  "method": "ωB97M-V/def2-TZVPD",
  "symbols": ["N", "C", "O", "H", "H", "H", "H", "H", "C", "C", "H", "H", "H", "H", "H", "H"],
  "xyz": [[2.299, 0.290, -2.224], [1.195, -0.636, -1.844], [0.947, -1.008, -0.376], [2.763, 0.804, -1.410], [2.033, 0.983, -2.991], [1.238, -1.504, -2.522], [0.312, -0.016, -2.112], [1.813, -1.631, -0.132], [-2.162, -0.131, 1.267], [-1.072, 0.749, 2.043], [-1.978, 0.120, 0.189], [-1.818, -1.140, 1.331], [-3.116, 0.044, 1.817], [-1.383, 0.792, 3.148], [-1.005, 1.878, 1.820], [-0.065, 0.407, 1.997]],
  "lowdin_charge": [-0.063, -0.299, -0.158, 0.089, 0.086, 0.100, 0.098, 0.159, -0.149, -0.186, 0.064, 0.033, 0.068, 0.067, 0.073, 0.017],
  "charge": 0,
  "homo_ev": -9.2,
  "homo_lumo_gap_ev": 10.1
}


model w is the most stable structure; the next one sits 0.0423 hartree above it.